C22H16N3O2PtS2 as an isolated structure in a non-equilibrium geometry. Source: OMol25; level of theory: ωB97M-V/def2-TZVPD.

XYZ file:
```
46
Properties=species:S:1:pos:R:3:forces:R:3:nbo_charge:R:1
Pt 0.2553 0.0640 -0.0815 -0.92 -1.36 0.44 0.990
S 5.0151 -0.6731 5.1024 -0.01 0.01 0.00 0.476
S -1.1139 -2.7891 -4.9739 0.01 -0.01 0.01 0.476
O -2.1401 2.8003 -1.4545 -0.14 -0.02 -0.08 -0.551
O -0.9178 0.9328 -1.3971 -0.03 -0.11 -0.11 -0.736
N -1.4890 0.4411 1.1731 0.64 0.70 0.01 -0.819
N 0.7804 -1.6685 -1.1618 0.73 0.78 -0.56 -0.474
N 1.6783 -0.7253 1.1408 -0.01 0.08 0.15 -0.431
C 3.2288 -0.7171 2.9741 -0.01 -0.03 -0.02 -0.087
C -1.7798 1.8071 -0.8923 0.01 -0.01 0.01 0.756
C -2.3585 1.4208 0.4691 -0.07 -0.03 -0.09 -0.356
C 1.7710 -2.3649 -0.5634 -0.03 -0.15 0.05 0.209
C 3.3770 -4.1789 -0.4168 0.03 0.00 0.01 -0.165
C 2.1564 -0.1716 2.2411 -0.08 -0.10 0.06 0.104
C 0.4873 -4.7753 -4.9746 0.00 0.03 0.02 -0.199
C 3.3148 -2.4848 1.3263 -0.03 0.01 0.00 -0.072
C 1.7699 -3.9595 -2.3392 -0.02 0.03 -0.02 -0.102
C 3.8591 -3.6829 0.7440 0.00 -0.02 -0.02 -0.161
C 3.9224 1.4741 5.9311 0.00 0.01 0.01 -0.249
C 0.1566 -3.6792 -4.2214 -0.01 -0.02 -0.03 -0.260
C 3.2228 1.1071 4.7567 0.01 -0.02 -0.02 -0.204
C -1.1932 -3.8817 -6.2772 0.00 0.01 0.01 -0.384
C -0.2866 -4.8904 -6.1528 0.00 -0.01 -0.02 -0.247
C 4.9184 0.5973 6.2338 0.00 -0.01 -0.01 -0.381
C 2.3076 -3.5227 -1.1208 -0.08 -0.02 0.02 -0.071
C 0.2864 -2.0867 -2.3076 -0.06 -0.01 -0.05 0.106
C 2.2578 -1.8585 0.6703 0.08 0.04 -0.07 0.128
C 3.6991 -0.0442 4.1859 0.00 0.02 0.03 -0.259
C 3.7894 -1.8910 2.5024 0.00 0.03 0.00 -0.064
C 0.7463 -3.2564 -2.9515 -0.01 -0.04 0.08 -0.069
H 1.2586 -5.4825 -4.7061 0.00 0.00 0.00 0.222
H 2.4028 1.6888 4.3610 0.00 0.00 0.00 0.217
H -1.9250 -0.4721 1.1828 0.11 -0.05 0.08 0.407
H 4.6121 -2.3575 3.0309 0.00 0.00 0.00 0.229
H -0.1747 -5.6844 -6.8752 0.00 0.00 0.00 0.241
H -1.2880 0.6990 2.1309 -0.22 0.11 0.03 0.405
H -0.4970 -1.4736 -2.7366 0.05 0.06 -0.02 0.238
H -2.5150 2.3122 1.0683 0.08 0.02 0.03 0.240
H 3.6968 2.3487 6.5219 0.00 0.00 0.00 0.241
H 1.6646 0.7341 2.5663 0.02 0.02 -0.01 0.213
H 2.1708 -4.8536 -2.7984 0.00 0.00 0.00 0.231
H -3.3318 0.9699 0.2722 -0.04 0.06 0.07 0.232
H 3.8004 -5.0780 -0.8456 0.00 0.00 0.01 0.236
H 5.6048 0.6313 7.0642 0.00 0.00 0.00 0.256
H -1.9044 -3.7202 -7.0708 0.00 0.00 0.00 0.255
H 4.6747 -4.1775 1.2552 -0.01 0.00 0.00 0.235
```
Forces are in eV/Å.

Computed properties:
Highest occupied orbital energy = -11.0 eV
LUMO level = -0.1470 hartree
Kohn-Sham gap = 6.974 eV
Total charge = +1
Spin multiplicity = 1
Largest force on an atom = 0.0331 Eh/bohr
Total energy = -2078.22981 hartree

***

C22H16N4PtS as an isolated structure. Source: OMol25; level of theory: ωB97M-V/def2-TZVPD.

XYZ file:
```
44
Properties=species:S:1:pos:R:3:forces:R:3:nbo_charge:R:1
Pt -0.0541 0.2832 -0.3360 0.17 0.30 0.31 1.129
S -4.2373 0.4880 -2.1060 -0.06 0.02 0.01 0.582
N 0.4417 -1.8678 -0.1117 -0.09 -0.04 -0.07 -0.480
N 2.0358 0.1850 0.1280 -0.05 -0.03 0.00 -0.497
N 0.8459 2.2533 -0.9744 0.01 -0.12 -0.26 -0.483
N -2.0828 0.4550 -0.7356 -0.07 -0.21 -0.04 -0.577
C 1.7130 -3.2447 1.3519 0.01 -0.04 -0.03 -0.196
C 4.1931 1.1486 0.1341 0.01 0.00 -0.01 -0.212
C -0.3788 -4.0182 0.4745 0.00 0.00 -0.03 -0.219
C -3.0673 -0.0734 0.1092 0.06 0.13 0.01 0.169
C -0.4941 -2.8165 -0.2013 0.03 -0.02 -0.03 0.071
C -2.5861 0.7732 -1.9059 0.02 0.00 0.00 -0.112
C 2.5298 -0.9730 0.5806 -0.05 -0.06 -0.02 0.190
C 0.7337 -4.2272 1.2726 0.01 0.01 0.01 -0.102
C -5.2411 -1.0667 1.4860 0.02 0.00 0.01 -0.175
C -3.9800 -0.9934 2.0999 -0.03 0.00 -0.01 -0.170
C 0.1504 3.2603 -1.5042 -0.01 0.01 0.01 0.077
C 2.1127 4.5867 -1.7001 -0.01 0.00 0.00 -0.103
C -5.4318 -0.6359 0.1922 0.02 0.01 0.00 -0.174
C -4.3234 -0.1334 -0.4905 -0.06 -0.03 -0.01 -0.263
C 3.8755 -1.1144 0.8632 0.02 0.05 0.03 -0.193
C 2.1661 2.3890 -0.7654 0.01 -0.05 0.10 0.138
C 4.7102 -0.0255 0.6563 -0.02 -0.02 0.00 -0.104
C -2.8866 -0.4982 1.4258 0.01 -0.01 0.00 -0.251
C 2.8300 3.5473 -1.1263 0.00 0.02 0.03 -0.192
C 1.5422 -2.0768 0.6362 0.01 0.09 -0.03 0.157
C 0.7473 4.4480 -1.8837 0.01 0.01 0.03 -0.216
C 2.8361 1.2202 -0.1410 -0.02 0.06 -0.02 0.277
H -6.4054 -0.6819 -0.2755 -0.01 0.00 0.00 0.249
H -1.3433 -2.6011 -0.8369 -0.02 0.02 0.02 0.226
H -1.1491 -4.7685 0.3715 -0.01 0.00 0.01 0.259
H 3.8928 3.6483 -0.9663 0.00 0.00 0.01 0.244
H 2.5887 -3.3865 1.9688 0.00 -0.01 0.01 0.248
H 0.1496 5.2405 -2.3096 0.00 0.01 0.00 0.259
H -1.9891 1.1831 -2.7074 0.04 -0.03 -0.01 0.249
H -3.8716 -1.3201 3.1247 0.00 -0.01 0.01 0.242
H 2.6174 5.4979 -1.9909 0.00 0.00 0.00 0.256
H 0.8435 -5.1474 1.8301 0.00 -0.01 -0.01 0.256
H -0.9171 3.1156 -1.6039 0.00 -0.03 -0.04 0.213
H -6.0804 -1.4602 2.0422 0.00 0.00 0.01 0.248
H -1.9190 -0.4184 1.9080 0.00 -0.01 0.00 0.226
H 5.7674 -0.1032 0.8698 0.00 0.00 0.01 0.257
H 4.2711 -2.0576 1.2098 0.01 0.00 0.00 0.250
H 4.8442 1.9864 -0.0630 0.00 0.00 -0.01 0.247
```
Forces are in eV/Å.

Computed properties:
Highest occupied orbital energy (alpha / beta) = -14.2 / -14.7 eV
LUMO level (alpha / beta) = -0.2442 / -0.3162 hartree
Kohn-Sham gap (alpha / beta) = 7.554 / 6.111 eV
Total charge = +2
Spin multiplicity = 3
Largest force on an atom = 0.0091 Eh/bohr
Total energy = -1583.96184 hartree

***

One molecule with the formula C22H16N6O3 in a non-equilibrium geometry. Source: OMol25; level of theory: ωB97M-V/def2-TZVPD.

XYZ file:
```
47
Properties=species:S:1:pos:R:3:forces:R:3:nbo_charge:R:1
O -5.3222 3.1900 -1.1440 0.85 1.81 0.83 -0.584
O 2.9661 -1.8370 -3.9232 -0.57 0.07 1.50 -0.661
O -3.8885 4.7929 -0.3482 -1.05 -1.25 -0.11 -0.712
N 4.3667 -4.0586 -3.7861 -1.50 0.29 1.37 -0.492
N -3.5702 2.1380 3.0551 0.99 -0.71 0.08 -0.476
N 5.9814 -5.4509 -3.4354 0.96 -0.26 0.68 -0.481
N -6.7636 -1.3245 2.5329 -2.65 -3.92 0.54 -0.291
N -2.4912 3.7388 1.7967 -2.17 -3.00 4.00 -0.575
N 1.9920 -0.5125 -2.3809 -2.23 2.26 -2.57 -0.579
C 0.2527 1.3170 1.9194 -2.77 4.35 0.46 -0.189
C -6.1858 -0.3737 2.4485 2.43 3.31 -0.55 0.262
C 1.7815 -0.4988 1.6194 0.38 0.42 1.71 -0.212
C 3.9430 -3.2661 -1.2855 -1.54 3.10 -1.62 -0.046
C -5.3428 0.7440 2.2451 0.89 2.07 -1.07 -0.270
C -5.5625 1.6351 1.1486 2.00 0.14 1.59 -0.019
C 2.6268 -1.3280 0.9843 1.37 -3.30 -1.29 -0.166
C 1.0033 0.4830 1.0234 0.48 -0.41 0.18 -0.082
C -4.6454 3.6215 -0.2082 -1.20 -1.87 -2.99 0.767
C -4.5759 2.6594 0.9320 -0.24 1.14 1.29 -0.272
C -3.5841 2.8582 1.9206 1.22 0.20 0.25 0.448
C -1.2394 3.3232 2.4452 0.44 0.19 -1.97 -0.268
C 1.0600 0.6363 -0.3515 1.11 -2.79 -0.33 -0.240
C 3.1152 -2.1396 -1.4797 2.44 -3.86 1.70 -0.189
C 5.7228 -4.7391 -2.2990 0.58 -1.46 1.93 0.002
C 2.7085 -1.5654 -2.7281 1.58 -0.98 -2.72 0.626
C 2.5251 -1.3631 -0.4256 -0.11 0.76 1.17 -0.103
C -0.5503 2.3854 1.4960 2.14 -3.29 0.32 -0.170
C -4.2783 1.0478 3.1533 -2.32 -0.63 0.14 0.147
C 5.1067 -5.0254 -4.3113 -0.08 0.61 0.45 0.215
C 4.6059 -3.9260 -2.3705 1.47 -1.25 -2.09 -0.009
C 1.7726 -0.3643 -1.0658 -0.23 0.93 3.21 0.245
H 1.4455 -0.0798 -3.1073 0.04 0.33 0.01 0.413
H -0.6001 4.1867 2.5814 -0.06 0.43 0.12 0.215
H 3.7204 -3.5436 -4.3265 -1.01 0.89 -0.06 0.451
H 0.3368 1.3061 3.0437 0.30 -0.73 -1.32 0.210
H 0.4689 1.3107 -0.8665 -0.88 1.46 -0.92 0.205
H -1.3549 2.8297 3.3909 -0.55 0.09 0.37 0.246
H 6.3052 -4.9133 -1.3519 -0.63 0.08 -1.27 0.204
H -4.2608 0.3801 4.0579 0.55 0.98 -0.77 0.209
H 3.2646 -2.1239 1.5758 -1.33 1.83 -1.29 0.217
H -4.0406 5.1216 -1.2799 -0.03 -0.68 1.28 0.518
H 1.8337 -0.5736 2.6874 -0.40 0.30 0.53 0.209
H 4.8912 -5.3721 -5.3247 0.54 0.08 0.39 0.206
H 4.1090 -3.5426 -0.2410 0.38 -0.23 -0.56 0.232
H -2.4852 4.2522 1.0026 0.48 1.91 -2.75 0.402
H -0.7055 2.4641 0.4023 -0.05 0.43 0.77 0.188
H -6.4583 1.5001 0.5785 -0.02 0.19 -0.65 0.249
```
Forces are in eV/Å.

Computed properties:
Highest occupied orbital energy = -7.7 eV
LUMO level = -0.0371 hartree
Kohn-Sham gap = 6.714 eV
SMILES string = N#Cc1cnc(NC/C=C/c2ccc3c(c2)NC(=O)/C3=C\c2cnc[nH]2)c(C(=O)O)c1
Total charge = 0
Spin multiplicity = 1
Largest force on an atom = 0.1060 Eh/bohr
Total energy = -1402.15886 hartree

***

One molecule with the formula C22H16N8OS in a non-equilibrium geometry. Source: OMol25; level of theory: ωB97M-V/def2-TZVPD.

XYZ file:
```
48
Properties=species:S:1:pos:R:3:forces:R:3:nbo_charge:R:1
S 3.3494 -0.5022 -0.5865 0.27 -0.58 0.31 0.357
O -0.5309 2.5264 -2.0110 0.25 -0.22 0.66 -0.598
N -0.3168 -1.7920 -2.1510 1.78 4.03 -1.09 -0.179
N -0.4205 -0.5194 -2.4112 -0.91 -3.78 0.68 -0.138
N 1.3501 -1.9735 0.8555 0.66 -0.02 -1.01 -0.251
N 2.7832 -3.0887 -0.2690 0.85 -1.45 -0.60 -0.323
N 1.8781 -3.9329 0.3011 0.11 0.05 -1.10 -0.050
N 2.4209 1.7376 0.5134 0.31 -0.81 -1.01 -0.523
N 0.9622 -3.2864 0.8765 0.38 0.95 1.44 -0.031
N 0.5521 3.0682 -0.1115 1.59 0.50 1.11 -0.397
C 1.4158 -0.2708 2.6308 1.40 -0.77 -0.03 -0.139
C -3.8772 -2.9276 -2.2535 0.39 0.61 0.06 -0.237
C -2.4632 -4.6345 -1.3185 0.28 -0.01 -0.10 -0.215
C 0.3335 2.2058 -1.1957 -1.87 0.71 -2.49 0.629
C -2.7748 -2.0761 -2.3958 0.22 -0.47 -0.48 -0.150
C 2.1969 0.8289 -0.5395 -1.49 2.04 1.40 0.074
C -1.1642 0.4734 2.0295 0.34 -0.73 -0.61 -0.211
C -0.1074 4.3010 0.0350 -0.40 0.62 0.36 0.044
C 0.7544 -0.9604 1.6137 -1.46 1.29 0.83 0.089
C -0.5002 1.1284 3.0598 -0.14 -0.51 -0.75 -0.205
C -1.3415 -3.8191 -1.4973 0.30 -0.55 0.25 -0.175
C -0.5494 -0.5766 1.3250 -0.38 0.36 -0.17 -0.190
C 0.8666 0.1540 -2.5798 0.04 0.10 -1.05 -0.299
C -1.4732 -2.5609 -2.0644 -2.21 0.90 0.51 0.028
C 1.3979 4.9477 1.8366 0.30 -0.74 -0.38 -0.170
C 1.1700 1.0456 -1.4328 1.19 -0.31 1.82 -0.149
C -3.7313 -4.1834 -1.6815 0.30 -0.73 -0.08 -0.191
C 0.3047 5.2289 0.9609 -0.46 -0.44 -0.55 -0.266
C 0.8035 0.7543 3.3323 0.16 0.17 0.35 -0.230
C 2.0697 3.7847 1.6838 -0.63 -0.77 -0.54 -0.210
C 2.4522 -1.8900 0.0500 -0.93 0.63 0.63 0.200
C 1.6825 2.8043 0.6677 0.13 0.14 0.15 0.426
H 2.4670 -0.5468 2.8622 -0.83 0.26 -0.18 0.225
H 1.3544 1.2970 4.0968 0.01 -0.24 -0.08 0.220
H 1.6611 -0.5642 -2.7537 0.19 -0.19 0.29 0.224
H -0.3527 -4.1630 -1.1485 -0.61 0.23 -0.45 0.243
H 2.9026 3.4578 2.2807 0.17 0.16 0.16 0.241
H -4.8700 -2.6385 -2.5864 0.20 0.24 0.07 0.216
H -4.6048 -4.8396 -1.5837 0.41 0.28 0.02 0.217
H 0.8172 0.7824 -3.5003 -0.38 -0.39 0.57 0.237
H -2.1426 0.7698 1.6855 -0.22 0.08 0.25 0.223
H -0.1843 6.2069 1.0577 -0.05 -0.69 -0.27 0.237
H -1.0024 1.9087 3.5982 0.01 0.31 0.20 0.220
H 1.6986 5.6408 2.6042 -0.02 0.21 0.03 0.229
H -1.0697 -1.0656 0.4967 0.09 0.16 0.31 0.236
H -0.9972 4.4837 -0.5896 0.84 -0.43 0.17 0.259
H -2.2819 -5.6440 -0.9457 -0.33 0.32 0.07 0.221
H -2.8886 -1.0798 -2.8466 0.14 -0.55 0.30 0.231
```
Forces are in eV/Å.

Computed properties:
Highest occupied orbital energy = -8.6 eV
LUMO level = -0.0211 hartree
Kohn-Sham gap = 8.023 eV
SMILES string = O=c1c(C/N=N/c2ccccc2)c(Sc2nnnn2-c2ccccc2)nc2ccccn12
Total charge = 0
Spin multiplicity = 1
Largest force on an atom = 0.0884 Eh/bohr
Total energy = -1759.34221 hartree

***

C22H17AsO4Pd as an isolated structure in a non-equilibrium geometry. Source: OMol25; level of theory: ωB97M-V/def2-TZVPD.

XYZ file:
```
45
Properties=species:S:1:pos:R:3:forces:R:3:nbo_charge:R:1
Pd 0.4864 -1.6813 -1.3033 -0.05 0.38 0.70 0.346
As -0.1301 0.2222 0.1987 0.50 -0.13 0.76 1.213
O 0.5058 -4.4015 0.1495 0.04 -0.32 0.15 -0.332
O 3.5361 -1.8107 -1.6066 -1.96 0.04 0.54 -0.351
O -2.2422 -2.3842 -2.5089 -1.41 -0.34 -0.63 -0.336
O 1.1189 0.1119 -3.6908 -0.19 -0.22 0.35 -0.345
C -0.7776 -1.9031 3.8126 0.27 0.57 -0.24 -0.195
C 3.7690 1.8265 0.1318 -0.69 -0.29 -0.21 -0.173
C -3.4000 1.3105 -2.2105 0.32 -0.31 0.16 -0.205
C 3.4851 3.0419 -0.5197 0.22 0.34 0.12 -0.141
C 0.4894 0.1975 4.3061 -0.23 -0.27 -0.74 -0.179
C -2.0955 0.9713 -1.8183 -0.36 0.61 0.00 -0.163
C -1.8868 0.6983 -0.4589 0.54 -0.78 0.56 -0.395
C -2.9222 0.5130 0.4885 0.78 0.51 -0.27 -0.191
C -0.1129 -0.4205 2.0165 0.85 0.33 0.34 -0.296
C 0.4393 -3.4056 -0.3505 -0.15 -2.19 1.55 0.493
C -0.6735 -1.6409 2.4308 -0.37 0.19 0.61 -0.239
C -1.2374 -2.1402 -2.1111 -1.79 -0.43 -0.44 0.495
C -4.2113 0.8053 0.0834 0.24 -0.19 -0.11 -0.182
C 1.1727 2.5122 -0.8190 0.20 -0.20 0.78 -0.211
C 2.7209 0.8944 0.2665 0.35 0.50 0.48 -0.236
C 0.5651 0.4411 2.9294 -0.57 0.27 -0.33 -0.227
C -4.4232 1.1880 -1.2527 -0.42 0.28 -0.01 -0.133
C 1.4360 1.3563 -0.0761 -1.00 -1.09 -0.79 -0.347
C 2.2187 3.3990 -1.0035 -0.18 -0.34 -0.07 -0.180
C 2.4552 -1.7933 -1.2506 4.93 -0.23 -0.22 0.471
C -0.2229 -0.9631 4.7089 0.29 0.46 0.25 -0.138
C 0.8225 -0.5695 -2.8470 0.92 2.23 -2.92 0.493
H -1.3199 -2.7935 4.1994 0.63 0.75 -0.41 0.260
H 1.8998 -4.5518 -5.1455 0.00 0.04 -0.03 0.001
H -5.0005 0.7300 0.8397 0.05 0.07 -0.67 0.259
H 1.0487 1.3511 2.5188 -0.32 -0.67 0.57 0.236
H -1.2671 0.9611 -2.5467 -0.52 0.26 0.47 0.207
H 0.1500 2.6795 -1.1490 0.24 0.41 0.03 0.232
H 1.9879 4.3443 -1.4943 0.53 -0.19 0.07 0.256
H -0.3346 -1.1077 5.7813 -0.03 -0.20 -0.20 0.248
H 2.9115 -0.1331 0.6512 -0.29 1.09 0.06 0.238
H 0.9463 0.9492 4.9976 -0.56 -1.10 -0.48 0.262
H 1.8091 -5.0981 -4.6532 -0.01 -0.03 0.04 -0.001
H -1.0641 -2.3571 1.7052 -0.10 0.28 0.23 0.217
H 4.7695 1.6146 0.5475 -0.62 0.10 -0.56 0.259
H -5.4446 1.4072 -1.5501 0.14 0.05 -0.04 0.251
H 4.2849 3.7570 -0.6642 0.07 -0.05 0.11 0.250
H -3.6007 1.6603 -3.2465 0.04 -0.47 0.94 0.261
H -2.6617 0.2111 1.5134 -0.35 0.25 -0.50 0.244
```
Forces are in eV/Å.

Computed properties:
Highest occupied orbital energy (alpha / beta) = -14.6 / -15.6 eV
LUMO level (alpha / beta) = -0.2504 / -0.3644 hartree
Kohn-Sham gap (alpha / beta) = 7.776 / 5.643 eV
Total charge = +2
Spin multiplicity = 3
Largest force on an atom = 0.0960 Eh/bohr
Total energy = -3512.40913 hartree

***

> What is the largest force on an atom in the second record?

0.0091 Eh/bohr

***

> Look up the spin multiplicity of the fourth one.

1

***

> Look up the spin multiplicity of the fourth one.

1